a | DFT (wB97M-V/def2-TZVPD) results for a cluster of 2 separate species, C4H9S in total.

CARTESIAN COORDINATES (ANGSTROEM)
C1 -0.692 2.202 1.708
S1 -1.363 1.049 3.027
H1 -0.948 2.296 0.626
H2 0.387 2.298 1.695
H3 -1.245 3.099 2.011
C2 0.121 -0.334 -0.479
C3 0.505 -1.700 -0.838
C4 0.845 -2.235 -2.018
H4 0.502 0.101 0.455
H5 -0.899 -0.223 -0.057
H6 0.215 0.408 -1.278
H7 0.437 -2.289 0.091
H8 1.556 -3.049 -2.064
H9 0.579 -1.621 -2.879

Properties
multiplicity = 1
charge = -1
HOMO level = -2.254 eV
gap between HOMO and LUMO = 0.2148 hartree
LUMO = 3.590 eV



b | DFT (wB97M-V/def2-TZVPD) results for a cluster of 2 separate species, C4H9S in total.

CARTESIAN COORDINATES (ANGSTROEM)
C1 -2.283 -0.362 0.649
S1 -1.868 1.432 0.334
H1 -1.398 -0.764 1.214
H2 -3.086 -0.556 1.337
H3 -2.436 -0.829 -0.337
C2 0.574 -0.275 -1.197
C3 1.801 -0.166 -0.236
C4 1.781 0.662 0.813
H4 0.352 -1.258 -1.684
H5 -0.326 0.107 -0.741
H6 0.780 0.346 -2.041
H7 2.739 -0.638 -0.545
H8 2.610 1.207 1.251
H9 0.761 1.094 1.185

Properties
multiplicity = 1
charge = -1
HOMO level = -2.225 eV
gap between HOMO and LUMO = 0.2333 hartree
LUMO = 4.123 eV



The structure with the greatest stability is b.



a | DFT (wB97M-V/def2-TZVPD) results for a cluster of 3 separate species, CH5FN4 in total.

CARTESIAN COORDINATES (ANGSTROEM)
C1 -0.324 0.420 -0.158
N1 -2.302 -0.136 -0.180
N2 -0.268 1.671 -0.035
N3 0.711 -1.646 -0.048
N4 0.662 -0.357 -0.259
F1 2.245 0.778 -0.169
H1 -2.395 -0.884 0.420
H2 -1.052 2.262 -0.063
H3 0.623 2.023 0.225
H4 1.218 -2.141 -0.671
H5 0.882 -1.989 0.939

Properties
multiplicity = 1
HOMO level (spin up / spin down) = -8.623 / -8.372 eV
gap between HOMO and LUMO (spin up / spin down) = 0.2535 / 0.2358 hartree
LUMO (spin up / spin down) = -1.724 / -1.957 eV



b | DFT (wB97M-V/def2-TZVPD) results for a cluster of 2 separate species, CH5FN4 in total.

CARTESIAN COORDINATES (ANGSTROEM)
C1 0.365 0.236 -1.085
N1 -0.682 0.754 -1.489
N2 1.441 -0.205 -1.606
N3 -0.816 0.217 1.716
N4 0.434 0.083 1.225
F1 0.961 -1.309 1.363
H1 -1.316 1.002 -0.848
H2 1.671 -0.319 -2.571
H3 2.154 -0.260 -0.880
H4 -1.740 -0.367 1.619
H5 -0.847 0.487 2.758

Properties
multiplicity = 1
HOMO level (spin up / spin down) = -8.008 / -8.488 eV
gap between HOMO and LUMO (spin up / spin down) = 0.2922 / 0.3129 hartree
LUMO (spin up / spin down) = -0.056 / 0.027 eV



The structure with the greatest stability is b.



a | DFT (wB97M-V/def2-TZVPD) results for a structure of composition C4H9FO.

CARTESIAN COORDINATES (ANGSTROEM)
C1 0.268 0.718 1.418
C2 0.755 0.586 0.022
C3 -0.065 -0.138 -0.798
C4 -0.520 -1.647 -0.361
H1 -0.722 1.282 1.368
H2 -0.187 -0.516 1.518
H3 1.028 1.153 2.184
H4 1.723 0.180 -0.180
H5 -0.316 2.154 -0.952
H6 0.403 0.156 -1.792
H7 0.343 -2.199 0.070
H8 -1.571 -1.885 0.327
H9 -0.555 -2.535 -1.487
O1 0.657 1.946 -0.401
F1 -1.241 0.746 -0.937

Properties
multiplicity = 1
HOMO level = -9.680 eV
gap between HOMO and LUMO = 0.3839 hartree
LUMO = 0.767 eV



b | DFT (wB97M-V/def2-TZVPD) results for the molecule C4H9FO.

CARTESIAN COORDINATES (ANGSTROEM)
O1 -2.461 -0.574 -0.107
C1 -1.371 0.154 0.526
C2 -0.540 0.584 -0.535
C3 0.844 1.136 -0.110
C4 1.560 -0.076 0.579
F1 1.907 -1.009 -0.376
H1 -2.292 -1.524 -0.324
H2 -0.853 -0.584 1.108
H3 -1.752 0.904 1.147
H4 -0.274 -0.293 -1.213
H5 -1.094 1.484 -0.955
H6 0.930 2.162 0.493
H7 1.320 1.355 -1.124
H8 1.007 -0.690 1.355
H9 2.583 0.067 1.000

Properties
multiplicity = 1
HOMO level = -10.236 eV
gap between HOMO and LUMO = 0.4126 hartree
SMILES = OCCCCF
LUMO = 0.992 eV



The structure with the greatest stability is b.



a | DFT (wB97M-V/def2-TZVPD) results for a structure of composition CH6N2OP2S.

CARTESIAN COORDINATES (ANGSTROEM)
C1 -1.461 1.396 0.012
N1 1.029 -1.866 0.887
N2 -1.223 -0.014 -0.428
O1 1.612 0.229 -0.514
P1 0.940 -2.417 -0.623
P2 1.807 -0.284 1.078
S1 0.105 -0.213 -1.414
H1 -0.974 1.818 0.936
H2 -0.976 2.028 -0.692
H3 -2.531 1.458 0.053
H4 -0.983 -0.607 0.372
H5 1.982 -1.774 -1.375
H6 0.673 0.245 1.709

Properties
multiplicity = 1
HOMO level = -8.518 eV
gap between HOMO and LUMO = 0.3162 hartree
LUMO = 0.085 eV



b | DFT (wB97M-V/def2-TZVPD) results for the molecule CH6N2OP2S.

CARTESIAN COORDINATES (ANGSTROEM)
H1 -2.099 1.229 -0.936
P1 -2.031 1.701 0.496
N1 -2.023 0.291 1.183
P2 -1.524 -0.702 2.567
O1 -0.384 -1.439 1.732
S1 1.035 -0.993 0.699
N2 0.782 -0.783 -0.876
C1 1.437 0.287 -1.549
H2 -0.700 0.231 3.368
H3 0.732 -1.602 -1.439
H4 2.328 0.053 -2.067
H5 0.796 0.772 -2.353
H6 1.651 0.957 -0.825

Properties
multiplicity = 1
HOMO level = -8.646 eV
gap between HOMO and LUMO = 0.2978 hartree
SMILES = [H]/P=N/POSNC
LUMO = -0.541 eV



The structure with the greatest stability is a.